{
  "formula": "C10H27N4",
  "method": "the ωB97M-V functional and the def2-TZVPD basis",
  "relative_energy_kcal_mol": 15.4,
  "charge": 1,
  "homo_lumo_gap_ev": 3.570,
  "e_homo_ev": -8.6,
  "elements": ["C", "C", "C", "C", "C", "C", "C", "C", "C", "C", "N", "N", "N", "N", "H", "H", "H", "H", "H", "H", "H", "H", "H", "H", "H", "H", "H", "H", "H", "H", "H", "H", "H", "H", "H", "H", "H", "H", "H", "H", "H"],
  "positions_angstrom": [[8.3395, -2.6776, -0.7639], [7.9827, 1.8093, 0.4720], [-7.7146, 2.6074, 0.3088], [-8.3744, 0.4666, -0.8644], [-9.0120, 0.7231, 1.4933], [-6.3836, -2.0292, 0.3145], [10.4674, -0.1006, -0.1158], [8.7087, -1.3154, -1.5051], [8.0064, 0.2647, 0.2550], [-7.9902, 1.1791, 0.4097], [-5.7032, -1.8518, -0.8101], [-6.7414, 0.5027, 0.8550], [-5.2391, -1.3775, -1.7193], [9.0657, -0.2289, -0.5968], [7.3731, -2.5466, -0.2340], [8.1294, -3.3906, -1.5590], [9.1346, -3.0181, -0.1219], [8.6381, 2.3226, 1.1112], [8.0956, 2.1087, -0.5438], [6.9385, 2.0609, 0.7120], [-7.5075, 2.9395, 1.2843], [-7.0110, 2.9447, -0.4590], [-8.6544, 3.0693, 0.1895], [-9.0402, -0.4543, -0.9054], [-7.4526, 0.3742, -1.4451], [-9.0818, 1.1648, -1.2947], [-9.1296, -0.2965, 1.4274], [-8.7238, 1.0041, 2.5580], [-9.9835, 1.0095, 1.0250], [-5.9325, -2.7190, 1.0290], [-6.3082, -1.0082, 0.8343], [-7.3570, -2.2562, 0.0623], [10.7554, -1.1180, 0.3554], [11.1299, 0.1318, -0.8528], [10.4648, 0.7752, 0.5594], [7.8492, -0.9606, -2.1125], [9.5811, -1.3481, -2.2026], [7.1954, -0.1720, -0.3870], [7.9530, -0.3139, 1.2004], [-5.9568, 0.7947, 0.2588], [-6.5112, 0.9303, 1.7780]]
}


{
  "formula": "C10H28BrO6",
  "method": "the ωB97M-V functional and the def2-TZVPD basis",
  "relative_energy_kcal_mol": 31.4,
  "charge": -1,
  "homo_lumo_gap_ev": 8.754,
  "e_homo_ev": -5.8,
  "elements": ["Br", "C", "C", "C", "O", "H", "H", "H", "H", "H", "H", "H", "H", "C", "C", "C", "O", "H", "H", "H", "H", "H", "H", "H", "H", "C", "C", "O", "O", "H", "H", "H", "H", "H", "H", "C", "C", "O", "O", "H", "H", "H", "H", "H", "H"],
  "positions_angstrom": [[-3.0451, 9.2386, 23.3776], [-0.5565, 6.6661, 25.7628], [-0.0030, 8.1504, 25.4786], [1.5501, 8.4579, 25.8837], [0.0998, 8.3578, 24.0632], [-0.0010, 5.8964, 25.2270], [-1.6200, 6.4896, 25.6022], [-0.2362, 6.4104, 26.7728], [-0.7370, 8.8142, 25.9354], [2.1254, 8.1458, 25.0121], [1.8644, 7.9176, 26.7767], [1.5814, 9.5456, 25.9470], [-0.8140, 8.3654, 23.7689], [-0.8716, 12.6186, 22.9717], [-1.8359, 13.4699, 23.8574], [-2.3191, 14.7621, 23.1151], [-2.9210, 12.7824, 24.3673], [0.0903, 13.1286, 22.9186], [-1.3420, 12.4131, 22.0102], [-0.7801, 11.6186, 23.3957], [-1.2782, 13.9637, 24.6530], [-2.5010, 14.4205, 22.0961], [-1.4426, 15.4096, 23.1386], [-3.1564, 15.2012, 23.6575], [-2.7766, 11.8793, 24.0755], [-6.2592, 11.1561, 22.3209], [-6.1047, 11.4271, 20.7408], [-4.7030, 11.3201, 20.4811], [-6.2787, 9.8045, 22.5565], [-7.1650, 11.6121, 22.7203], [-5.4650, 11.5697, 22.9424], [-6.3945, 12.4773, 20.7053], [-6.7382, 10.6997, 20.2333], [-4.3190, 10.7526, 21.1535], [-5.3742, 9.5288, 22.7223], [-4.7875, 6.3649, 25.7879], [-5.5387, 6.8799, 27.0492], [-7.0096, 6.6261, 26.8846], [-5.1876, 7.2142, 24.7458], [-5.0462, 5.3470, 25.4961], [-3.7013, 6.4305, 25.8501], [-5.5287, 7.9500, 27.2565], [-5.2534, 6.3578, 27.9625], [-7.2565, 6.0730, 27.6294], [-4.3275, 7.5756, 24.5193]]
}